Density functional theory data (ωB97M-V/def2-TZVPD) for a molecular structure, C30H55BBiN8PS3.

Geometry as XYZ:
```
99
Properties=species:S:1:pos:R:3:mulliken_charge:R:1
Bi 0.210 -0.208 -1.289 1.233
C 3.100 4.379 2.815 -2.232
C 2.832 2.981 2.256 1.238
C 3.508 2.862 0.897 -1.427
C 3.348 1.946 3.254 -1.597
N 1.350 2.803 2.076 0.383
C 0.400 3.755 2.392 -0.514
C -0.813 3.224 2.138 -1.022
N -0.615 1.961 1.636 0.797
B -1.631 0.982 1.003 0.285
N -1.759 -0.273 1.877 0.868
C -1.946 -0.297 3.242 -1.187
C -2.061 -1.585 3.616 -0.435
N -1.934 -2.364 2.479 0.453
C -1.703 -1.541 1.432 0.316
S -1.434 -2.027 -0.220 -0.446
C -2.031 -3.867 2.469 1.105
C -3.166 -4.295 1.543 -1.556
C -0.689 -4.444 2.039 -0.649
C -2.354 -4.347 3.883 -2.225
N -2.931 1.601 0.562 0.589
C -4.030 1.936 1.336 -1.308
C -4.974 2.417 0.514 -0.080
N -4.479 2.361 -0.783 0.470
C -3.221 1.867 -0.753 0.223
S -2.165 1.618 -2.092 -0.499
C -5.253 2.787 -2.003 1.053
C -4.509 3.932 -2.686 -1.492
C -5.429 1.582 -2.925 -1.509
C -6.634 3.282 -1.581 -2.111
C 0.707 1.723 1.581 -0.075
S 1.448 0.261 0.978 -0.072
H 4.174 4.486 2.955 0.439
H 2.636 4.531 3.790 0.544
H 2.775 5.160 2.128 0.479
H 4.568 3.082 1.029 0.601
H 3.093 3.592 0.200 0.461
H 3.411 1.864 0.472 0.055
H 4.401 2.139 3.462 0.492
H 3.264 0.927 2.884 0.249
H 2.801 2.023 4.195 0.421
H 0.656 4.711 2.803 0.560
H -1.795 3.649 2.252 0.660
H -1.106 0.678 0.006 -1.389
H -1.996 0.600 3.835 0.685
H -2.248 -2.007 4.584 0.571
H -2.984 -4.046 0.500 0.276
H -4.105 -3.836 1.857 0.414
H -3.283 -5.377 1.610 0.496
H -0.456 -4.157 1.016 -0.484
H -0.729 -5.531 2.094 0.556
H 0.105 -4.095 2.703 0.392
H -3.295 -3.937 4.250 0.514
H -1.554 -4.118 4.589 0.504
H -2.462 -5.430 3.857 0.438
H -4.058 1.787 2.401 0.624
H -5.959 2.775 0.736 0.554
H -3.525 3.630 -3.034 0.318
H -4.403 4.777 -2.003 0.391
H -5.090 4.264 -3.546 0.482
H -4.475 1.203 -3.282 0.295
H -6.026 1.879 -3.787 0.483
H -5.960 0.782 -2.405 0.390
H -6.578 4.158 -0.933 0.468
H -7.223 2.502 -1.098 0.480
H -7.168 3.580 -2.482 0.455
C 5.810 1.904 -2.092 -0.947
N 4.525 2.284 -2.677 0.110
C 4.530 3.202 -3.821 -0.907
C 3.459 1.567 -2.429 0.272
N 2.505 0.947 -2.206 -0.485
H 6.428 1.367 -2.813 0.333
H 5.642 1.273 -1.222 0.298
H 6.336 2.803 -1.774 0.348
H 5.040 2.755 -4.675 0.327
H 5.045 4.117 -3.535 0.311
H 3.507 3.443 -4.098 0.336
C -0.168 -3.628 -2.980 -1.367
C 0.801 -3.923 -1.834 -0.316
P 1.868 -2.493 -1.463 0.671
C 3.086 -2.394 -2.815 -0.265
C 3.993 -3.610 -3.000 -1.363
C 2.772 -2.843 0.085 -0.300
C 3.217 -4.292 0.290 -1.337
H -0.793 -4.496 -3.183 0.406
H 0.353 -3.376 -3.904 0.334
H -0.841 -2.802 -2.730 0.260
H 1.437 -4.782 -2.055 0.575
H 0.257 -4.165 -0.919 -0.034
H 3.666 -1.490 -2.630 0.066
H 2.513 -2.194 -3.726 0.504
H 4.650 -3.752 -2.142 0.316
H 4.625 -3.475 -3.877 0.420
H 3.426 -4.529 -3.150 0.331
H 2.133 -2.518 0.909 0.242
H 3.634 -2.168 0.081 0.444
H 2.363 -4.966 0.355 0.241
H 3.776 -4.379 1.221 0.466
H 3.858 -4.642 -0.518 0.260
```

Its frontier orbital gap is 6.9 eV. The HOMO energy is -12.2 eV. The energy relative to the best compared isomer or geometry (same formula, charge and spin) is 15.9 kJ/mol. As for the charge: +2. As for the total energy: -3389.271587 Eh.

***

Density functional theory data (ωB97M-V/def2-TZVPD) for a molecular structure, C30H55BBrCoN6Si.

Geometry as XYZ:
```
95
Properties=species:S:1:pos:R:3:mulliken_spin:R:1
Co -0.476 2.295 0.751 3.098
C 0.420 -0.408 4.714 0.000
C -0.869 -0.139 3.929 0.003
C -0.871 -0.910 2.621 0.002
C -1.095 1.347 3.816 0.015
C -1.500 2.120 4.904 0.018
C -1.588 3.410 4.437 0.008
N -1.255 3.419 3.145 0.001
N -0.947 2.147 2.738 0.050
B -1.212 4.641 2.205 0.036
N -2.177 4.403 1.025 0.004
C -3.265 5.116 0.731 0.024
C -3.868 4.566 -0.378 0.024
C -3.077 3.482 -0.752 0.013
N -2.049 3.374 0.125 0.075
C -3.380 2.640 -1.965 0.002
C -2.277 1.708 -2.433 -0.002
C -4.682 1.858 -1.745 0.001
N 0.223 4.767 1.645 -0.001
C 1.110 5.742 1.805 0.064
C 2.279 5.399 1.132 0.042
C 2.040 4.164 0.559 0.002
N 0.774 3.780 0.881 0.135
C 2.961 3.358 -0.310 0.008
C 3.382 2.055 0.379 0.002
C 2.349 3.121 -1.695 -0.005
H 0.587 -1.483 4.803 0.000
H 0.373 0.011 5.718 0.000
H 1.279 0.035 4.202 0.000
H -1.709 -0.499 4.525 0.000
H 0.045 -0.719 2.063 0.011
H -1.732 -0.655 1.997 -0.003
H -0.918 -1.979 2.835 0.001
H -1.707 1.761 5.898 0.001
H -1.869 4.324 4.937 0.000
H -1.516 5.633 2.795 0.000
H -3.535 5.973 1.328 0.000
H -4.755 4.914 -0.881 0.002
H -3.564 3.364 -2.762 0.000
H -2.213 0.837 -1.783 0.004
H -1.304 2.203 -2.470 -0.003
H -2.507 1.353 -3.439 0.000
H -4.544 1.099 -0.971 0.000
H -4.975 1.358 -2.669 0.000
H -5.499 2.510 -1.438 0.000
H 0.861 6.618 2.384 -0.001
H 3.189 5.973 1.064 0.002
H 3.853 3.972 -0.437 0.000
H 2.517 1.431 0.609 -0.003
H 3.911 2.259 1.311 -0.001
H 4.047 1.485 -0.273 -0.001
H 1.431 2.536 -1.628 0.004
H 3.049 2.576 -2.330 0.000
H 2.112 4.067 -2.184 -0.001
C 2.030 -3.867 -3.634 0.000
C 1.800 -2.620 -2.747 0.008
C 1.082 -1.533 -3.566 0.000
C 3.145 -2.031 -2.290 0.000
Si 0.791 -3.316 -1.319 -0.024
Br 0.102 0.416 -0.342 0.368
C 1.728 -3.952 0.180 0.000
C 2.444 -2.775 0.879 0.001
C 2.760 -4.982 -0.331 0.000
C 0.837 -4.640 1.224 0.000
C -1.043 -3.667 -1.509 0.007
C -1.159 -5.193 -1.729 0.000
C -1.678 -2.948 -2.707 0.001
C -1.808 -3.246 -0.240 0.000
H 2.677 -3.574 -4.467 0.000
H 1.098 -4.249 -4.060 0.000
H 2.531 -4.684 -3.106 0.000
H 1.772 -1.191 -4.342 0.000
H 0.816 -0.663 -2.960 0.005
H 0.192 -1.896 -4.067 0.000
H 3.678 -1.688 -3.182 0.000
H 3.787 -2.754 -1.792 0.000
H 3.009 -1.165 -1.639 0.001
H 3.169 -2.274 0.242 0.001
H 2.984 -3.177 1.742 0.000
H 1.735 -2.029 1.253 0.003
H 3.489 -4.556 -1.019 0.000
H 2.287 -5.842 -0.815 0.000
H 3.311 -5.358 0.535 0.000
H 0.184 -3.931 1.731 0.001
H 1.490 -5.078 1.984 0.000
H 0.235 -5.448 0.814 0.000
H -0.598 -5.538 -2.603 0.000
H -2.213 -5.425 -1.910 0.000
H -0.841 -5.773 -0.863 0.000
H -1.282 -3.301 -3.659 0.000
H -1.567 -1.863 -2.653 0.000
H -2.748 -3.173 -2.700 0.000
H -1.503 -3.802 0.641 0.000
H -2.870 -3.453 -0.404 0.000
H -1.707 -2.176 -0.036 -0.001
```

Its multiplicity is 5. Its frontier orbital gap (spin up / spin down) is 8.0 / 5.2 eV. The HOMO energy (spin up / spin down) is -14.2 / -14.2 eV. As for the charge: +2. As for the total energy: -5775.350967 Eh.

***

Density functional theory data (ωB97M-V/def2-TZVPD) for a molecular structure, C30H55BrFIO26S5.

Geometry as XYZ:
```
119
Properties=species:S:1:pos:R:3:mulliken_charge:R:1
C -3.750 6.886 0.550 -1.357
C -3.275 5.441 0.403 0.131
O -2.010 5.291 1.027 -0.459
C -1.820 4.086 1.726 -0.900
C -1.013 3.068 0.897 -0.335
O -1.585 1.796 1.126 0.222
C -1.322 0.705 0.204 -0.257
C 0.096 0.847 -0.333 -0.580
C 0.791 -0.335 -1.055 -0.384
C 1.711 0.246 -2.141 -0.643
O 2.464 1.344 -1.576 -0.330
C 2.978 2.212 -2.482 0.606
C 2.009 2.844 -3.443 -0.841
O 4.145 2.498 -2.496 -0.547
C -2.409 0.886 -0.888 0.106
C -2.088 0.479 -2.330 -0.306
O -2.451 -0.851 -2.628 -0.330
C -1.767 -1.441 -3.695 -0.303
O -2.231 -1.059 -4.952 -0.428
C -1.548 0.020 -5.559 -0.087
C -0.119 -0.290 -5.989 -0.008
O -0.035 -0.235 -7.406 -0.556
C -3.796 0.358 -0.518 0.312
C -4.866 1.151 -1.316 0.206
C -5.743 2.041 -0.456 -1.445
F -5.690 0.246 -1.969 -0.445
O -4.111 0.537 0.880 -0.306
S -3.219 -0.148 2.007 1.268
O -3.169 0.784 3.084 -0.706
O -3.798 -1.426 2.313 -0.691
C -1.567 -0.459 1.209 -0.825
I -1.838 -2.370 0.221 0.381
C -0.390 -0.575 2.258 0.207
Br 0.700 -2.210 1.951 -0.086
C -0.833 -0.599 3.725 -0.854
C 0.299 -0.886 4.718 -1.459
H -3.433 7.260 1.518 0.315
H -3.339 7.493 -0.251 0.327
H -4.835 6.914 0.485 0.371
H -3.173 5.211 -0.661 0.180
H -4.023 4.780 0.840 0.147
H -1.271 4.308 2.640 0.361
H -2.751 3.601 2.021 0.397
H -1.103 3.384 -0.145 0.222
H 0.028 3.116 1.213 0.282
H 0.779 1.141 0.453 0.730
H 0.042 1.631 -1.084 0.390
H 1.438 -0.888 -0.383 0.500
H 0.099 -0.984 -1.582 -0.092
H 1.115 0.593 -2.984 -0.063
H 2.436 -0.507 -2.443 0.675
H 2.313 3.859 -3.664 0.383
H 0.995 2.861 -3.045 0.242
H 1.979 2.266 -4.364 0.155
H -2.525 1.971 -0.946 0.359
H -1.052 0.672 -2.609 0.121
H -2.684 1.129 -2.977 0.554
H -1.949 -2.508 -3.598 0.332
H -0.688 -1.271 -3.584 0.182
H -1.564 0.928 -4.954 0.024
H -2.100 0.254 -6.467 0.521
H 0.551 0.466 -5.561 -0.114
H 0.224 -1.254 -5.610 0.281
H 0.877 -0.422 -7.644 0.320
H -3.959 -0.680 -0.785 0.496
H -4.389 1.811 -2.038 0.309
H -6.374 2.634 -1.117 0.514
H -6.393 1.460 0.188 0.354
H -5.146 2.750 0.112 0.146
H 0.333 0.222 2.147 0.292
H -1.159 0.416 3.946 0.369
H -1.690 -1.244 3.887 0.399
H 0.106 -0.298 5.613 0.492
H 0.348 -1.942 4.959 0.336
H 1.255 -0.535 4.337 0.335
C 8.228 2.255 -1.523 -0.291
C 7.139 1.538 -2.290 -0.220
O 7.795 0.362 -2.801 -0.305
S 8.906 -0.127 -1.767 1.098
O 8.376 -1.162 -0.955 -0.536
O 10.125 -0.301 -2.466 -0.534
O 8.971 1.203 -0.888 -0.329
H 8.902 2.797 -2.188 0.293
H 7.833 2.934 -0.773 0.290
H 6.739 2.129 -3.107 0.290
H 6.322 1.229 -1.638 0.239
C 4.517 -5.618 -1.132 -0.334
C 3.765 -6.698 -0.387 -0.386
O 2.841 -5.969 0.438 -0.317
S 2.375 -4.645 -0.317 1.167
O 1.128 -4.873 -0.952 -0.583
O 2.539 -3.541 0.564 -0.574
O 3.513 -4.630 -1.431 -0.286
H 5.281 -5.156 -0.509 0.300
H 4.966 -5.975 -2.054 0.300
H 4.410 -7.309 0.237 0.301
H 3.195 -7.338 -1.063 0.311
C 4.252 1.675 6.983 -0.308
C 3.531 0.530 7.663 -0.207
O 2.451 1.165 8.362 -0.309
S 1.941 2.435 7.535 1.045
O 0.813 2.063 6.763 -0.418
O 1.913 3.553 8.402 -0.558
O 3.201 2.551 6.554 -0.305
H 4.893 2.218 7.681 0.283
H 4.836 1.354 6.126 0.310
H 4.159 -0.007 8.367 0.306
H 3.111 -0.169 6.937 0.173
C -5.522 -4.614 1.028 0.003
C -4.456 -5.558 0.518 -0.277
O -5.187 -6.649 -0.058 -0.341
S -6.552 -6.104 -0.692 1.070
O -6.378 -5.905 -2.084 -0.525
O -7.618 -6.888 -0.188 -0.540
O -6.548 -4.675 0.023 -0.304
H -5.944 -4.957 1.975 0.276
H -5.164 -3.593 1.139 0.056
H -3.806 -5.922 1.308 0.304
H -3.856 -5.091 -0.266 0.260
```

Its frontier orbital gap is 8.5 eV. The HOMO energy is -8.7 eV. As for the total energy: -8094.633857 Eh.

***

Density functional theory data (ωB97M-V/def2-TZVPD) for 9 unconnected molecules or ions with the total composition C30H55F6NO37S9.

Geometry as XYZ:
```
138
Properties=species:S:1:pos:R:3:mulliken_charge:R:1
C -0.544 3.103 4.717 -0.881
C -1.386 1.861 4.426 -0.517
O -1.420 1.475 3.060 -0.238
C -2.234 2.254 2.214 -1.640
C -1.475 2.736 0.970 2.349
C -0.882 1.639 0.094 0.392
C -0.121 0.483 0.753 -0.535
C 1.217 0.895 1.404 -0.224
C 2.256 -0.205 1.215 -0.734
N 1.821 -1.426 1.896 -0.452
O -0.501 3.753 1.420 -0.392
S -1.086 5.201 1.500 1.106
O -0.251 6.091 0.761 -0.616
O -1.457 5.527 2.838 -0.616
O -2.422 4.905 0.655 -0.113
C -2.419 3.594 0.086 0.924
F -3.711 3.123 0.151 -0.252
C -2.151 3.733 -1.413 -0.619
C -0.792 4.324 -1.828 -1.166
C -0.204 3.561 -3.027 -0.907
C 1.052 4.168 -3.624 0.723
F 0.755 5.208 -4.460 -0.328
F 1.704 3.227 -4.381 -0.296
C 2.115 4.690 -2.621 0.585
F 2.313 3.786 -1.653 -0.222
F 1.744 5.844 -2.075 -0.253
F 3.278 4.890 -3.241 -0.293
H -1.151 4.004 4.788 0.260
H -0.034 2.983 5.677 0.401
H 0.221 3.225 3.950 0.111
H -2.407 1.972 4.808 0.378
H -0.948 1.001 4.939 0.514
H -2.641 3.112 2.760 0.607
H -3.077 1.642 1.883 0.226
H -1.743 1.225 -0.438 -1.301
H -0.180 2.086 -0.618 -0.479
H 0.129 -0.212 -0.059 0.515
H -0.757 -0.037 1.465 0.397
H 1.562 1.805 0.893 0.236
H 1.066 1.113 2.460 -0.031
H 3.239 0.105 1.573 0.554
H 2.355 -0.361 0.133 0.194
H 2.612 -2.028 2.086 0.312
H 1.195 -1.951 1.296 -0.075
H -2.324 2.792 -1.939 -0.443
H -2.941 4.413 -1.748 0.994
H -0.900 5.378 -2.087 0.680
H -0.079 4.276 -1.008 0.391
H 0.029 2.531 -2.750 0.247
H -0.942 3.525 -3.832 0.639
O 3.854 -4.134 -0.924 -0.603
S 3.669 -2.844 -1.489 1.042
O 4.129 -1.687 -0.810 -0.509
O 2.122 -2.667 -1.836 -0.201
C 1.949 -2.348 -3.222 -0.233
C 3.124 -3.020 -3.903 -0.392
O 4.212 -2.821 -2.986 -0.257
H 1.982 -1.264 -3.344 0.206
H 0.988 -2.727 -3.558 0.303
H 3.372 -2.573 -4.859 0.331
H 2.965 -4.094 -4.019 0.298
O -7.320 2.463 2.327 -0.625
S -6.374 3.469 2.663 1.106
O -5.159 3.140 3.315 -0.447
O -7.131 4.613 3.477 -0.361
C -6.948 5.889 2.834 -0.386
C -6.804 5.545 1.368 -0.064
O -6.026 4.335 1.377 -0.228
H -6.044 6.355 3.230 0.312
H -7.809 6.518 3.041 0.349
H -6.279 6.314 0.811 0.183
H -7.772 5.335 0.907 0.243
O 5.104 -0.947 -4.958 -0.426
S 6.191 -0.053 -4.771 1.026
O 7.361 -0.465 -4.090 -0.559
O 5.619 1.290 -4.133 -0.235
C 5.950 2.423 -4.952 -0.188
C 6.004 1.853 -6.355 -0.362
O 6.622 0.570 -6.179 -0.322
H 6.917 2.815 -4.635 0.278
H 5.185 3.182 -4.832 0.186
H 6.608 2.448 -7.034 0.321
H 5.006 1.712 -6.772 0.264
O -3.129 -0.207 -1.251 -0.562
S -3.599 0.300 -2.488 1.187
O -2.695 0.781 -3.473 -0.615
O -4.708 1.403 -2.192 -0.236
C -5.949 1.062 -2.827 -0.360
C -5.933 -0.454 -2.865 -0.397
O -4.563 -0.773 -3.165 -0.335
H -5.960 1.492 -3.830 0.278
H -6.770 1.465 -2.241 0.323
H -6.572 -0.868 -3.639 0.326
H -6.191 -0.887 -1.898 0.282
O -0.100 -3.518 0.211 -0.373
S -0.708 -4.021 1.393 1.049
O -1.093 -3.155 2.444 -0.573
O 0.200 -5.205 1.952 -0.192
C -0.560 -6.417 2.065 -0.041
C -1.606 -6.303 0.977 -0.398
O -1.976 -4.914 0.999 -0.367
H -1.017 -6.448 3.056 0.251
H 0.095 -7.275 1.938 0.084
H -2.484 -6.914 1.162 0.332
H -1.191 -6.538 -0.005 0.279
O -5.975 8.347 0.208 -0.514
S -5.328 9.494 -0.331 1.024
O -4.816 10.499 0.523 -0.553
O -6.301 10.134 -1.422 -0.314
C -5.638 10.233 -2.693 -0.339
C -4.666 9.070 -2.687 -0.303
O -4.180 9.041 -1.336 -0.264
H -5.123 11.193 -2.746 0.294
H -6.377 10.165 -3.486 0.299
H -3.827 9.210 -3.362 0.313
H -5.164 8.124 -2.904 0.268
O 2.455 -10.394 3.922 -0.608
S 2.610 -9.200 3.167 1.176
O 1.858 -8.989 1.980 -0.577
O 4.156 -9.000 2.873 -0.272
C 4.602 -7.713 3.353 -0.185
C 3.694 -7.434 4.532 -0.393
O 2.408 -7.930 4.104 -0.304
H 4.474 -6.982 2.553 0.233
H 5.647 -7.785 3.631 0.312
H 3.614 -6.378 4.771 0.349
H 4.000 -7.993 5.418 0.272
O 7.197 -9.403 3.961 -0.523
S 7.614 -10.668 3.470 1.076
O 8.987 -10.993 3.357 -0.550
O 6.868 -10.912 2.082 -0.291
C 6.094 -12.120 2.126 -0.349
C 5.700 -12.248 3.584 -0.062
O 6.879 -11.819 4.291 -0.338
H 6.723 -12.951 1.800 0.302
H 5.240 -12.019 1.463 0.311
H 5.464 -13.267 3.874 0.314
H 4.871 -11.586 3.841 0.091
```

Its frontier orbital gap is 8.2 eV. The HOMO energy is -8.2 eV. The SMILES is CCOC[C@]1(CCCCN)OS(=O)(=O)O[C@@]1(F)CCCC(F)(F)C(F)(F)F.O=S1(=O)OCCO1.O=S1(=O)OCCO1.O=S1(=O)OCCO1.O=S1(=O)OCCO1.O=S1(=O)OCCO1.O=S1(=O)OCCO1.O=S1(=O)OCCO1.O=S1(=O)OCCO1. As for the total energy: -8197.488818 Eh.

***

> Look up the total energy of the first one.

-3389.271587 Eh

***

> What is the total energy in the first record?

-3389.271587 Eh

***

> Look up the total energy of the fourth one.

-8197.488818 Eh

***

> Among the records above, which one has the highest total energy?

C30H55BBiN8PS3